Entry from the Open Molecules 2025 dataset: an isolated molecule of C4H8S2 at a distorted geometry (ωB97M-V/def2-TZVPD).

Last column: Mulliken charge in e.
CARTESIAN COORDINATES (ANGSTROEM)
S1 1.036 1.964 -1.320  -0.23
C1 1.095 0.635 -0.061  -0.70
C2 -0.319 0.056 0.200  0.30
S2 -1.359 0.942 1.297  -0.17
C3 -0.802 -0.883 -0.889  -0.48
C4 -0.269 -1.423 0.399  -0.68
H1 -0.142 2.446 -0.875  0.15
H2 1.569 0.967 0.906  0.42
H3 1.762 -0.046 -0.600  0.30
H4 -0.448 0.940 2.275  0.13
H5 -1.815 -0.839 -1.115  0.32
H6 -0.122 -0.965 -1.699  0.19
H7 -0.912 -1.982 1.104  0.26
H8 0.727 -1.813 0.378  0.21

Computed properties:
DFT total energy: -25946.925 eV
HOMO-LUMO gap: 9.7 eV
total charge: 0
E_LUMO: 0.78 eV
SMILES: SCC1(S)CC1
maximum force: 2.4 eV/A
E_HOMO: -8.909 eV

---

Entry from the Open Molecules 2025 dataset: a cluster of 5 separate species, C33H76BF4O20P4S in total at a distorted geometry (ωB97M-V/def2-TZVPD).

Last column: Mulliken charge in e.
CARTESIAN COORDINATES (ANGSTROEM)
C1 -7.090 1.468 5.929  -1.01
C2 -6.033 0.575 6.603  -0.64
C3 -5.252 -0.336 5.652  -0.65
C4 -4.167 0.327 4.806  0.24
C5 -4.591 1.516 3.948  -0.05
O1 -5.433 0.901 3.015  -0.73
B1 -4.667 -0.276 2.573  0.76
C6 -5.551 -1.567 2.154  -0.89
C7 -4.840 -2.888 2.517  -0.81
C8 -3.568 -3.233 1.741  0.18
F1 -2.449 -3.057 2.558  -0.36
S1 -3.568 0.209 0.942  1.18
O2 -4.210 -0.128 -0.321  -0.77
O3 -2.221 -0.338 1.058  -0.68
C9 -3.150 2.041 0.811  0.41
F2 -2.058 2.319 1.542  -0.19
F3 -2.807 2.317 -0.485  -0.24
F4 -4.171 2.865 1.107  -0.21
O4 -3.849 -0.588 3.744  -0.67
H1 -8.023 1.494 6.489  0.36
H2 -6.717 2.486 5.818  0.24
H3 -7.306 1.116 4.920  0.24
H4 -5.376 1.163 7.248  0.30
H5 -6.576 -0.089 7.282  0.44
H6 -5.952 -0.868 5.010  0.07
H7 -4.738 -1.073 6.274  0.39
H8 -3.225 0.445 5.347  0.36
H9 -5.060 2.360 4.450  0.37
H10 -3.635 1.853 3.520  -0.37
H11 -5.799 -1.590 1.089  0.49
H12 -6.516 -1.556 2.667  0.30
H13 -5.547 -3.697 2.297  0.51
H14 -4.617 -2.954 3.580  0.27
H15 -3.571 -4.301 1.514  0.12
H16 -3.467 -2.632 0.839  0.13
O5 0.693 -1.793 -3.469  -0.60
P1 0.416 -0.493 -4.089  0.58
O6 -0.983 0.094 -3.645  -0.42
C10 -1.106 0.311 -2.196  -0.25
C11 -0.309 1.516 -1.743  -0.70
O7 0.090 -0.837 -5.647  -0.33
C12 0.206 -2.154 -6.170  -0.33
C13 -1.144 -2.838 -6.211  -1.13
O8 1.358 0.755 -4.357  0.12
C14 1.439 1.419 -5.633  -0.14
C15 0.161 2.124 -6.024  -1.17
H17 -0.791 -0.593 -1.677  0.29
H18 -2.163 0.447 -1.989  0.18
H19 0.767 1.378 -1.877  0.20
H20 -0.494 1.718 -0.691  0.27
H21 -0.591 2.394 -2.328  0.19
H22 0.924 -2.740 -5.596  0.31
H23 0.604 -2.047 -7.183  0.32
H24 -1.588 -2.866 -5.215  0.27
H25 -1.050 -3.859 -6.584  0.39
H26 -1.828 -2.290 -6.860  0.29
H27 1.778 0.727 -6.400  0.27
H28 2.233 2.157 -5.505  0.34
H29 -0.642 1.420 -6.224  0.26
H30 0.340 2.713 -6.925  0.43
H31 -0.169 2.791 -5.226  0.28
O9 -0.033 8.158 3.402  -0.80
P2 0.640 7.369 2.371  0.64
O10 0.357 7.914 0.894  -0.25
C16 0.684 9.268 0.564  -0.36
C17 2.178 9.492 0.424  -0.97
O11 -0.039 5.943 2.238  -0.09
C18 -1.112 5.374 2.978  -0.24
C19 -2.386 5.345 2.168  -0.91
O12 2.148 6.901 2.351  -0.30
C20 2.557 5.584 1.889  -0.25
C21 2.313 5.393 0.413  -0.49
H32 0.260 9.938 1.316  0.33
H33 0.184 9.473 -0.381  0.29
H34 2.689 9.372 1.380  0.27
H35 2.374 10.501 0.057  0.41
H36 2.611 8.771 -0.270  0.20
H37 -1.227 5.856 3.950  0.36
H38 -0.815 4.339 3.162  0.22
H39 -2.726 6.331 1.845  0.38
H40 -3.177 4.874 2.752  0.36
H41 -2.208 4.751 1.274  0.04
H42 2.076 4.813 2.486  0.21
H43 3.623 5.522 2.105  0.35
H44 1.249 5.397 0.184  0.28
H45 2.735 4.452 0.059  0.13
H46 2.778 6.206 -0.148  0.14
O13 -2.168 -6.909 1.132  -0.78
P3 -0.830 -7.391 0.755  0.96
O14 -0.812 -7.153 -0.857  -0.27
C22 -0.915 -5.838 -1.412  -0.25
C23 0.357 -5.014 -1.303  -0.78
O15 -0.873 -8.999 0.783  -0.31
C24 -1.933 -9.704 1.434  -0.34
C25 -2.974 -10.145 0.428  -1.12
O16 0.716 -7.176 0.990  -0.27
C26 1.741 -8.163 0.802  -0.23
C27 1.928 -8.569 -0.641  -0.89
H47 -1.759 -5.315 -0.955  0.23
H48 -1.152 -5.992 -2.466  0.26
H49 0.599 -4.753 -0.272  0.26
H50 0.247 -4.084 -1.863  0.36
H51 1.209 -5.565 -1.707  0.12
H52 -2.380 -9.098 2.221  0.36
H53 -1.475 -10.574 1.909  0.31
H54 -3.367 -9.285 -0.114  0.28
H55 -3.799 -10.656 0.927  0.40
H56 -2.532 -10.823 -0.304  0.30
H57 1.557 -9.025 1.442  0.26
H58 2.650 -7.688 1.171  0.33
H59 1.064 -9.108 -1.024  0.26
H60 2.803 -9.218 -0.713  0.40
H61 2.081 -7.695 -1.272  0.17
O17 5.111 2.897 -0.361  -0.65
P4 5.662 1.671 -0.942  0.80
O18 7.259 1.724 -1.042  -0.30
C28 8.035 1.901 0.150  -0.33
C29 8.070 0.660 1.021  -0.93
O19 5.351 1.710 -2.530  -0.40
C30 4.435 2.713 -2.984  0.61
C31 5.153 3.970 -3.424  -1.34
O20 5.309 0.191 -0.598  -0.27
C32 5.150 -0.886 -1.546  0.05
C33 6.439 -1.258 -2.239  -1.04
H62 7.648 2.756 0.710  0.29
H63 9.040 2.154 -0.185  0.32
H64 7.086 0.437 1.436  0.26
H65 8.764 0.802 1.850  0.41
H66 8.384 -0.208 0.439  0.19
H67 3.714 2.932 -2.200  0.10
H68 3.873 2.297 -3.823  -0.16
H69 5.774 4.361 -2.618  0.34
H70 4.435 4.736 -3.721  0.38
H71 5.809 3.757 -4.270  0.33
H72 4.360 -0.646 -2.254  0.07
H73 4.792 -1.725 -0.952  0.35
H74 6.788 -0.461 -2.894  0.26
H75 6.273 -2.153 -2.839  0.43
H76 7.225 -1.463 -1.511  0.22

Computed properties:
DFT total energy: -135953.695 eV
HOMO-LUMO gap: 7.6 eV
total charge: -1
E_LUMO: 2.03 eV
maximum force: 5.3 eV/A
E_HOMO: -5.575 eV

---

Entry from the Open Molecules 2025 dataset: a structure of composition C22H43N6PSeTi (ωB97M-V/def2-TZVPD).

Last column: Mulliken spin population.
CARTESIAN COORDINATES (ANGSTROEM)
Ti1 -0.406 0.387 0.420  1.03
C1 -0.297 2.117 -2.705  0.01
C2 -1.456 2.337 -1.724  0.02
N1 -1.921 1.117 -1.007  0.00
C3 -3.202 1.379 -0.278  0.02
C4 -3.332 0.448 0.909  0.00
N2 -2.159 0.629 1.799  -0.03
C5 -2.235 1.855 2.650  0.02
C6 -1.166 2.902 2.359  -0.01
C7 0.267 2.470 2.670  0.02
N3 0.912 1.751 1.535  -0.03
C8 1.473 2.682 0.521  0.01
C9 2.084 1.879 -0.608  0.02
N4 1.143 0.827 -1.064  0.02
C10 0.632 0.937 -2.449  0.02
H1 0.272 3.047 -2.749  0.00
H2 -0.689 1.976 -3.714  0.00
H3 -2.291 2.793 -2.259  0.00
H4 -1.174 3.054 -0.949  0.00
H5 -2.099 0.381 -1.689  0.01
H6 -4.055 1.297 -0.953  0.00
H7 -3.172 2.416 0.062  0.00
H8 -3.348 -0.596 0.588  0.01
H9 -4.269 0.641 1.436  0.00
H10 -2.107 -0.177 2.417  0.00
H11 -2.163 1.554 3.696  0.00
H12 -3.220 2.309 2.527  0.00
H13 -1.400 3.776 2.970  0.00
H14 -1.243 3.261 1.325  0.00
H15 0.276 1.806 3.536  0.00
H16 0.872 3.342 2.927  0.00
H17 1.686 1.200 1.904  0.01
H18 2.215 3.348 0.966  0.00
H19 0.657 3.311 0.161  0.00
H20 2.991 1.385 -0.257  -0.01
H21 2.375 2.536 -1.429  0.00
H22 1.650 -0.067 -0.982  -0.03
H23 0.120 -0.005 -2.660  -0.01
H24 1.461 0.995 -3.159  0.00
Se1 -1.493 -2.663 -0.399  0.17
N5 -0.385 -1.537 0.572  0.06
C11 -0.432 -1.981 1.883  0.10
C12 0.378 -1.495 2.915  -0.12
C13 0.128 -1.920 4.209  0.19
C14 -0.906 -2.834 4.479  -0.07
C15 -1.688 -3.350 3.475  0.12
C16 -1.466 -2.934 2.143  0.01
N6 -2.166 -3.385 1.082  0.43
H25 1.243 -0.884 2.682  -0.02
H26 0.760 -1.578 5.018  0.01
H27 -1.062 -3.162 5.498  0.00
H28 -2.462 -4.080 3.672  0.00
C17 2.719 -3.981 1.803  0.00
C18 3.764 -2.919 1.452  0.00
P1 3.292 -1.810 0.057  0.00
C19 4.960 -1.202 -0.438  0.00
C20 4.994 -0.551 -1.820  0.00
C21 2.911 -3.019 -1.286  0.00
C22 2.052 -2.423 -2.400  0.01
H29 2.885 -4.368 2.807  0.00
H30 2.771 -4.826 1.119  0.00
H31 1.702 -3.585 1.764  0.01
H32 4.714 -3.401 1.207  0.00
H33 3.964 -2.272 2.310  0.00
H34 5.664 -2.037 -0.416  0.00
H35 5.284 -0.501 0.337  0.00
H36 4.825 -1.289 -2.604  0.00
H37 5.964 -0.092 -2.009  0.00
H38 4.235 0.228 -1.933  0.00
H39 2.375 -3.852 -0.829  0.00
H40 3.841 -3.430 -1.687  0.00
H41 1.090 -2.092 -1.995  0.00
H42 1.843 -3.159 -3.177  0.00
H43 2.534 -1.568 -2.880  0.00

Computed properties:
DFT total energy: -130190.693 eV
2S+1: 3
HOMO-LUMO gap (alpha / beta): 6.5 / 7.1 eV
total charge: +2
E_LUMO (alpha / beta): -5.89 / -6.55 eV
maximum force: 0.7 eV/A
E_HOMO (alpha / beta): -12.440 / -13.631 eV

---

Entry from the Open Molecules 2025 dataset: an isolated molecule of C16H16N2O6S at a distorted geometry (ωB97M-V/def2-TZVPD).

Last column: Mulliken charge in e.
CARTESIAN COORDINATES (ANGSTROEM)
O1 -1.553 -2.724 -0.438  -0.54
C1 -0.430 -3.105 -0.642  0.33
O2 -0.164 -4.346 -1.059  -0.48
C2 0.829 -2.297 -0.498  -0.77
C3 0.716 -1.163 0.528  -0.37
N1 -0.263 -0.172 0.126  -0.20
S1 -0.455 0.523 -1.383  1.14
O3 -0.287 1.937 -1.225  -0.67
O4 0.370 -0.153 -2.348  -0.70
C4 -2.199 0.149 -1.735  -1.11
C5 -3.017 0.822 -0.695  0.32
C6 -3.376 2.157 -0.832  -0.32
C7 -4.086 2.795 0.170  -0.63
C8 -4.442 2.105 1.317  -0.41
C9 -4.083 0.775 1.461  -0.71
C10 -3.370 0.136 0.462  -0.03
C11 2.080 -0.546 0.771  0.61
C12 2.692 -0.660 2.015  -0.54
C13 3.925 -0.076 2.263  -0.68
C14 4.564 0.637 1.268  -0.50
C15 3.953 0.744 0.024  -0.47
N2 4.630 1.475 -1.025  1.01
O5 4.210 1.361 -2.153  -0.59
O6 5.585 2.149 -0.704  -0.62
C16 2.721 0.162 -0.236  -0.43
H1 -0.983 -4.850 -1.196  0.38
H2 1.649 -2.964 -0.233  0.46
H3 1.036 -1.863 -1.481  0.39
H4 0.348 -1.588 1.473  0.63
H5 -0.429 0.532 0.827  0.46
H6 -2.270 -0.932 -1.692  0.30
H7 -2.382 0.521 -2.739  0.59
H8 -3.090 2.696 -1.722  0.39
H9 -4.363 3.832 0.055  0.38
H10 -4.999 2.604 2.097  0.38
H11 -4.360 0.235 2.355  0.40
H12 -3.083 -0.900 0.567  0.48
H13 2.198 -1.213 2.801  0.41
H14 4.384 -0.177 3.234  0.39
H15 5.522 1.106 1.430  0.50
H16 2.272 0.278 -1.211  0.83

Computed properties:
DFT total energy: -42949.792 eV
HOMO-LUMO gap: 9.0 eV
total charge: 0
E_LUMO: -0.39 eV
SMILES: O=C(O)C[C@H](NS(=O)(=O)Cc1ccccc1)c1cccc([N+](=O)[O-])c1
maximum force: 1.3 eV/A
E_HOMO: -9.383 eV